Entry from the Open Molecules 2025 dataset: a 9-piece molecular cluster, C40H78F15N4O13 overall at a distorted geometry (ωB97M-V/def2-TZVPD).

Geometry (Å):
C1 -5.76198 -11.82595 14.86399
C2 -5.74843 -13.30247 14.33632
C3 -6.94286 -13.62690 13.45201
C4 -8.28509 -13.64560 14.18338
N1 -9.46488 -14.32008 13.41066
C5 -10.87737 -14.07206 14.16181
C6 -11.59358 -12.85247 13.45206
C7 -10.74408 -12.47988 12.27944
C8 -9.71510 -13.55650 12.06353
C9 -9.32301 -15.79468 13.13543
C10 -8.69850 -16.55275 14.36312
C11 -8.40544 -18.05035 14.12621
H1 -6.51098 -11.53655 15.60111
H2 -5.66169 -11.36929 13.87935
H3 -4.86180 -11.55835 15.41729
H4 -5.55465 -13.93875 15.19986
H5 -4.92968 -13.54392 13.65848
H6 -6.79473 -14.66600 13.15802
H7 -6.88373 -12.97856 12.57779
H8 -8.63855 -12.65492 14.46928
H9 -8.25539 -14.14464 15.15197
H10 -11.44034 -14.98409 13.96340
H11 -10.61842 -13.84473 15.19591
H12 -12.51280 -13.29898 13.07290
H13 -11.70753 -12.14026 14.26929
H14 -11.38372 -12.32652 11.41029
H15 -10.22719 -11.52524 12.37745
H16 -10.20598 -14.27536 11.40749
H17 -8.75896 -13.30853 11.60263
H18 -8.63184 -15.86747 12.29573
H19 -10.29154 -16.22326 12.87784
H20 -9.37207 -16.35290 15.19647
H21 -7.76372 -16.11586 14.71444
H22 -7.94775 -18.16985 13.14421
H23 -9.31605 -18.64725 14.17744
H24 -7.77621 -18.44012 14.92636
C12 -9.76167 -9.25563 13.77368
C13 -8.42335 -9.09487 14.47192
O1 -7.32875 -9.35714 13.96920
N2 -8.52923 -8.93295 16.00325
H25 -9.22933 -8.22617 16.17766
H26 -8.89725 -9.79445 16.38073
C14 -7.33590 -8.53383 16.80236
H27 -9.59909 -9.36742 12.70169
H28 -10.38955 -8.36464 13.77677
H29 -10.30460 -10.16144 14.04355
H30 -7.58294 -8.37712 17.85238
H31 -6.95419 -7.58182 16.43348
H32 -6.56243 -9.29160 16.67736
C15 -4.79872 -5.81619 9.76525
C16 -6.07939 -6.49754 10.04820
O2 -7.13806 -5.95860 10.16534
N3 -5.98482 -8.04367 10.07392
H33 -6.81100 -8.48703 9.69844
H34 -5.29432 -8.34500 9.40123
C17 -5.58956 -8.57898 11.48478
H35 -4.80260 -4.80243 10.16572
H36 -4.40797 -5.81463 8.74769
H37 -4.08293 -6.38243 10.36115
H38 -6.29349 -8.26794 12.25668
H39 -4.59326 -8.15459 11.60889
H40 -5.56965 -9.66804 11.52535
C18 -9.47949 -6.51702 19.87933
C19 -9.35862 -5.44291 20.93705
O3 -10.16386 -4.56359 21.15290
N4 -8.42106 -5.83778 22.00243
H41 -8.88532 -6.23218 22.80804
H42 -7.70668 -6.49910 21.73329
C20 -7.57537 -4.57385 22.39212
H43 -9.75017 -7.53639 20.15453
H44 -8.54651 -6.49605 19.31612
H45 -10.12412 -6.14655 19.08227
H46 -7.02982 -4.20369 21.52410
H47 -6.97160 -4.97698 23.20516
H48 -8.26579 -3.84746 22.82082
C21 -3.73626 -6.37936 14.27187
O4 -4.08946 -5.18716 14.94072
O5 -3.58848 -5.90397 12.95409
C22 -2.44197 -7.06692 14.82375
F1 -1.98242 -8.18188 14.25205
F2 -1.45534 -6.26595 14.70916
F3 -2.45164 -7.08904 16.07144
C23 -5.07489 -5.06675 16.01947
C24 -5.19268 -3.58140 16.25604
H49 -5.66419 -3.01917 15.45001
H50 -5.60232 -3.34330 17.23769
H51 -4.14851 -3.27085 16.29283
H52 -4.73784 -5.53284 16.94535
H53 -6.02585 -5.53230 15.76053
H54 -4.54302 -7.11127 14.31131
C25 -9.22270 -9.44020 9.07090
O6 -8.45242 -8.34327 8.56124
O7 -8.32249 -10.30165 9.63970
C26 -10.53531 -8.94432 9.87998
F4 -11.03876 -9.87225 10.78205
F5 -10.28415 -7.85755 10.60688
F6 -11.47400 -8.60505 8.97195
C27 -8.64124 -8.02129 7.17072
C28 -7.62875 -7.04429 6.54412
H55 -6.70807 -7.54005 6.23643
H56 -8.08155 -6.40518 5.78610
H57 -7.31162 -6.36594 7.33618
H58 -9.61322 -7.53731 7.07533
H59 -8.60139 -8.89184 6.51602
H60 -9.67544 -9.97463 8.23574
C29 -5.38141 -7.53244 20.04158
O8 -4.26500 -8.48794 20.34628
O9 -6.62676 -7.82335 20.58573
C30 -4.89397 -6.01769 20.27513
F7 -3.60036 -6.03880 20.07982
F8 -5.49364 -5.17732 19.44268
F9 -5.15716 -5.68694 21.58292
C31 -4.39116 -9.81474 19.82510
C32 -3.09064 -10.40713 20.25979
H61 -3.28997 -11.47818 20.29442
H62 -2.39537 -10.05926 19.49579
H63 -2.84365 -10.12098 21.28215
H64 -4.58408 -9.91497 18.75700
H65 -5.19634 -10.29417 20.38182
H66 -5.32372 -7.63806 18.95825
C33 -10.35969 -5.70933 16.08039
O10 -9.18757 -5.95277 15.09469
O11 -10.73287 -6.96582 16.53188
C34 -10.15020 -4.47607 16.99912
F10 -9.14794 -4.48876 17.84427
F11 -9.89568 -3.34074 16.29025
F12 -11.17823 -4.16073 17.75423
C35 -9.34161 -5.36090 13.75066
C36 -8.12041 -5.40868 12.99305
H67 -7.31653 -5.07096 13.64714
H68 -7.89849 -6.46133 12.81763
H69 -8.04636 -4.80926 12.08569
H70 -9.71617 -4.33838 13.70318
H71 -10.16631 -5.92575 13.31602
H72 -11.16471 -5.33652 15.44710
C37 -9.76095 -11.81997 17.94144
O12 -8.34552 -12.10015 17.97989
O13 -10.07768 -11.46099 16.61779
C38 -10.57704 -12.81412 18.87651
F13 -11.89788 -12.69130 18.97979
F14 -10.47219 -14.05367 18.52509
F15 -9.98335 -12.84390 20.09631
C39 -7.50212 -11.62316 18.98472
C40 -6.24420 -12.47098 18.84142
H73 -5.73395 -12.34026 17.88714
H74 -5.45881 -12.29321 19.57603
H75 -6.50247 -13.52968 18.86475
H76 -7.83041 -11.67328 20.02290
H77 -7.29510 -10.56542 18.82213
H78 -9.91675 -10.96342 18.59729

Its expectation value of S² is 0.753. As for the multiplicity: 2. Its gap between HOMO and LUMO (spin up / spin down) is 1.504 / 5.081 eV. As for the HOMO energy (spin up / spin down): 1.041 / -2.537 eV. Its total charge is -2.